Entry A
{"formula": "C3H8N3O", "method": "wB97M-V/def2-TZVPD", "e_homo_ev": -13.731, "charge": 1, "e_lumo_ev": -4.525, "orbital_gap_ev": 9.2, "species": ["C", "C", "C", "N", "N", "N", "O", "H", "H", "H", "H", "H", "H", "H", "H"], "positions_angstrom": [[1.44, -0.30, -0.03], [0.10, 1.32, 0.22], [-0.21, 0.00, -0.53], [1.55, 0.96, 0.26], [-1.05, -1.18, 1.24], [-0.56, -0.21, -1.78], [1.86, -1.39, 0.00], [-0.21, 2.23, -0.42], [-0.35, 1.44, 1.16], [2.35, 1.56, 0.08], [-1.40, -0.57, 1.97], [-0.46, -1.98, 1.59], [-1.54, -1.12, 0.51], [-0.37, -1.19, -1.87], [-1.14, 0.43, -2.38]]}

Entry B
{"formula": "C3H8N3O", "method": "wB97M-V/def2-TZVPD", "e_homo_ev": -12.384, "charge": 1, "e_lumo_ev": -3.615, "orbital_gap_ev": 8.8, "species": ["C", "C", "C", "N", "N", "N", "O", "H", "H", "H", "H", "H", "H", "H", "H"], "positions_angstrom": [[2.28, 0.19, -0.05], [-2.53, -0.45, -0.20], [-3.77, -0.54, -0.33], [2.89, -0.96, -0.18], [0.26, 1.38, 0.45], [1.14, 0.32, 0.57], [-1.34, -0.46, -0.18], [2.67, 1.20, -0.26], [-4.51, -0.60, 0.45], [-0.18, 1.76, 1.34], [-4.17, -0.50, -1.31], [3.74, -1.10, -0.78], [2.28, -1.79, -0.24], [0.46, 2.04, -0.27], [0.79, -0.49, 0.99]]}

How do the structures above rank in stability at the extremes? entry B comes first and entry A comes last.